Model i:
A single C4H5NO2 molecule. Source: the OMol25 dataset; level of theory: the ωB97M-V functional and the def2-TZVPD basis.

**Kohn-Sham gap**: 9.5 eV
**SMILES**: C=C1CONC1=O
**Net charge**: 0
**HOMO**: -0.3452 hartree
**2S+1**: 1

```
12
Properties=species:S:1:pos:R:3:nbo_charge:R:1
C 1.77 -0.65 -0.11 -0.315
C 0.50 -0.23 0.06 -0.159
C -0.83 -0.99 0.21 -0.108
O -1.81 -0.10 -0.31 -0.372
N -1.35 1.20 0.11 -0.345
C 0.07 1.18 -0.02 0.610
O 0.74 2.23 0.04 -0.568
H 2.31 -1.68 -0.06 0.231
H 2.39 0.21 -0.50 0.227
H -0.96 -1.23 1.31 0.192
H -0.94 -1.83 -0.50 0.217
H -1.90 1.90 -0.23 0.389
```



Model ii:
A single C4H5NO2 molecule. Source: the OMol25 dataset; level of theory: the ωB97M-V functional and the def2-TZVPD basis.

**Kohn-Sham gap**: 10.3 eV
**SMILES**: C#CCONC=O
**Net charge**: 0
**HOMO**: -0.3497 hartree
**2S+1**: 1

```
12
Properties=species:S:1:pos:R:3:nbo_charge:R:1
C -0.18 -2.05 0.85 -0.201
C -1.00 -1.20 0.56 -0.057
C -1.91 -0.15 0.07 -0.151
O -0.98 0.61 -0.72 -0.366
N 0.20 0.91 -0.03 -0.337
C 1.41 0.73 -0.60 0.513
O 2.48 0.77 -0.01 -0.593
H 0.43 -2.77 1.32 0.245
H -2.71 -0.46 -0.65 0.238
H -2.36 0.55 0.77 0.209
H 0.13 0.89 0.99 0.386
H 1.16 0.42 -1.65 0.115
```



Model iii:
A molecular structure, C4H5NO2. Source: the OMol25 dataset; level of theory: the ωB97M-V functional and the def2-TZVPD basis.

**Kohn-Sham gap**: 10.8 eV
**Net charge**: 0
**HOMO**: -0.3658 hartree
**2S+1**: 1

```
12
Properties=species:S:1:pos:R:3:nbo_charge:R:1
N 0.85 -1.13 -0.92 -0.773
C -0.02 -0.12 -0.40 -0.048
C -0.23 1.38 -0.44 -0.409
C 0.50 0.74 0.69 0.064
O -0.34 0.09 1.69 -0.486
C -0.92 -0.66 0.68 0.760
O -1.76 -1.50 0.76 -0.531
H 0.34 -1.76 -1.53 0.367
H 0.90 -1.68 -0.05 0.354
H 0.39 1.98 -1.10 0.245
H -1.25 1.75 -0.30 0.238
H 1.54 0.91 0.90 0.219
```



Model iv:
2 unconnected molecules or ions with the total composition C4H5NO2. Source: the OMol25 dataset; level of theory: the ωB97M-V functional and the def2-TZVPD basis.

**Kohn-Sham gap (alpha / beta)**: 7.9 / 7.9 eV
**Net charge**: 0
**HOMO (alpha / beta)**: -0.2994 / -0.2996 hartree
**2S+1**: 1

```
12
Properties=species:S:1:pos:R:3:nbo_charge:R:1
C 0.27 0.96 0.57 -0.631
C -0.01 1.01 1.96 0.169
C -0.47 0.06 -1.38 0.707
C -0.06 -1.33 -1.69 -0.761
N -0.10 0.55 3.04 0.185
O -0.93 0.97 -2.00 -0.471
O -0.32 0.35 4.21 -0.420
H 1.20 0.49 0.38 0.206
H 0.39 1.97 0.05 0.231
H -0.91 -2.14 -1.55 0.277
H 0.28 -1.38 -2.69 0.253
H 0.65 -1.50 -0.90 0.255
```



Most favorable structure: model iii. The second most favorable one is 0.478 eV above it.



Model i:
A molecular structure, C4H5NO2. Source: the OMol25 dataset; level of theory: the ωB97M-V functional and the def2-TZVPD basis.

**Kohn-Sham gap**: 10.7 eV
**Net charge**: 0
**HOMO**: -0.3609 hartree
**2S+1**: 1

```
12
Properties=species:S:1:pos:R:3:nbo_charge:R:1
N 0.44 1.33 0.94 -0.802
C 0.15 0.23 0.09 -0.037
C -1.22 0.11 -0.55 -0.411
C -0.67 -1.06 0.16 0.085
O 0.28 -1.75 -0.68 -0.498
C 1.15 -0.68 -0.55 0.764
O 2.33 -0.68 -0.70 -0.541
H 0.69 2.10 0.33 0.372
H 1.24 1.14 1.53 0.374
H -1.95 0.66 0.05 0.239
H -1.37 0.13 -1.62 0.230
H -1.06 -1.61 1.00 0.224
```



Model ii:
A molecular structure, C4H5NO2. Source: the OMol25 dataset; level of theory: the ωB97M-V functional and the def2-TZVPD basis.

**Kohn-Sham gap**: 7.9 eV
**Net charge**: 0
**HOMO**: -0.2809 hartree
**2S+1**: 1

```
12
Properties=species:S:1:pos:R:3:nbo_charge:R:1
C -2.07 0.40 0.13 -0.626
C -0.56 0.20 0.02 0.061
C -0.01 -0.98 -0.35 -0.107
O 1.36 -0.96 -0.35 -0.391
C 1.85 0.16 0.03 0.700
O 3.20 -0.04 0.01 -0.668
N 0.22 1.22 0.34 -0.377
H -2.40 1.23 0.77 0.235
H -2.51 0.54 -0.86 0.230
H -2.42 -0.52 0.59 0.228
H -0.45 -1.92 -0.60 0.206
H 3.77 0.69 0.29 0.508
```



Model iii:
3 unconnected molecules or ions with the total composition C4H5NO2. Source: the OMol25 dataset; level of theory: the ωB97M-V functional and the def2-TZVPD basis.

**Kohn-Sham gap (alpha / beta)**: 7.5 / 7.5 eV
**Net charge**: 0
**HOMO (alpha / beta)**: -0.3037 / -0.3037 hartree
**2S+1**: 1

```
12
Properties=species:S:1:pos:R:3:nbo_charge:R:1
O 1.30 -0.78 2.12 -0.483
C 0.79 -0.42 1.10 0.684
N 0.11 0.86 0.97 -0.597
C -0.53 0.92 -0.18 0.211
C -0.02 -0.12 -1.17 -0.113
O 1.42 -0.11 -1.08 -0.480
C 0.71 -1.03 -0.28 -0.108
H 0.19 1.58 1.68 0.427
H -1.21 1.73 -0.40 0.230
H -2.11 -0.16 -0.88 -0.112
H -1.47 -0.37 -1.45 0.119
H 0.84 -2.10 -0.42 0.222
```



Model iv:
A single C4H5NO2 molecule. Source: the OMol25 dataset; level of theory: the ωB97M-V functional and the def2-TZVPD basis.

**Kohn-Sham gap**: 9.0 eV
**SMILES**: NC=C=C(O)C=O
**Net charge**: 0
**HOMO**: -0.3205 hartree
**2S+1**: 1

```
12
Properties=species:S:1:pos:R:3:nbo_charge:R:1
N -2.06 -0.53 -0.62 -0.789
C -0.87 -0.54 0.04 0.157
C 0.41 -0.87 -0.34 -0.257
C 1.31 0.08 -0.04 0.098
O 2.66 -0.05 0.04 -0.680
C 0.73 1.38 0.31 0.357
O -0.49 1.52 0.33 -0.519
H -2.88 -0.34 -0.06 0.391
H -2.18 -1.22 -1.33 0.402
H -0.91 -0.58 1.13 0.194
H 2.83 -0.99 -0.09 0.489
H 1.34 2.24 0.62 0.158
```



Most favorable structure: model i. The second most favorable one is 1.420 eV above it.



Model i:
A single C4H5NO2 molecule. Source: the OMol25 dataset; level of theory: the ωB97M-V functional and the def2-TZVPD basis.

**Kohn-Sham gap**: 10.7 eV
**SMILES**: O=C1NC[C@H]2O[C@@H]12
**Net charge**: 0
**HOMO**: -0.3614 hartree
**2S+1**: 1

```
12
Properties=species:S:1:pos:R:3:nbo_charge:R:1
O -2.10 -1.46 -0.31 -0.571
C -1.11 -0.79 -0.16 0.646
N -0.61 -0.32 1.04 -0.618
C 0.44 0.68 0.91 -0.238
C 0.83 0.56 -0.56 0.047
O 1.17 -0.76 -0.92 -0.460
C -0.15 -0.30 -1.22 -0.050
H -0.74 -0.87 1.87 0.412
H 1.28 0.49 1.58 0.212
H 0.05 1.68 1.11 0.197
H 1.37 1.36 -1.06 0.207
H -0.43 -0.26 -2.27 0.218
```



Model ii:
A single C4H5NO2 molecule. Source: the OMol25 dataset; level of theory: the ωB97M-V functional and the def2-TZVPD basis.

**Kohn-Sham gap**: 10.9 eV
**SMILES**: COc1ccon1
**Net charge**: 0
**HOMO**: -0.3626 hartree
**2S+1**: 1

```
12
Properties=species:S:1:pos:R:3:nbo_charge:R:1
C 1.99 0.90 -0.10 -0.248
O 0.79 0.68 -0.86 -0.505
C -0.15 -0.15 -0.34 0.435
C -1.57 0.13 -0.23 -0.391
C -2.05 -0.99 0.37 0.133
O -1.02 -1.86 0.58 -0.283
N 0.15 -1.32 0.13 -0.177
H 1.73 1.19 0.93 0.181
H 2.64 0.01 -0.07 0.191
H 2.53 1.72 -0.58 0.196
H -2.04 1.06 -0.56 0.247
H -3.02 -1.37 0.72 0.221
```



Model iii:
A single C4H5NO2 molecule. Source: the OMol25 dataset; level of theory: the ωB97M-V functional and the def2-TZVPD basis.

**Kohn-Sham gap**: 11.1 eV
**SMILES**: O=C1CCN=CO1
**Net charge**: 0
**HOMO**: -0.3778 hartree
**2S+1**: 1

```
12
Properties=species:S:1:pos:R:3:nbo_charge:R:1
O -1.02 2.41 -0.29 -0.501
C -0.55 1.32 -0.18 0.803
C -1.03 0.01 0.32 -0.590
C -0.27 -1.11 -0.37 -0.250
N 1.03 -0.99 0.32 -0.482
C 1.55 0.16 0.12 0.396
O 0.91 1.19 -0.49 -0.548
H -0.23 -0.23 1.19 0.301
H -2.12 -0.06 0.47 0.257
H -0.10 -1.03 -1.45 0.211
H -0.73 -2.07 -0.14 0.217
H 2.55 0.39 0.50 0.187
```



Most favorable structure: model i. The second most favorable one is 0.772 eV above it.



Model i:
A single C4H5NO2 molecule. Source: the OMol25 dataset; level of theory: the ωB97M-V functional and the def2-TZVPD basis.

**Kohn-Sham gap**: 10.0 eV
**SMILES**: C=C/N=C(\O)C=O
**Net charge**: 0
**HOMO**: -0.3642 hartree
**2S+1**: 1

```
12
Properties=species:S:1:pos:R:3:nbo_charge:R:1
C -2.05 0.54 0.08 -0.432
C -1.11 0.26 -0.79 -0.071
N 0.26 0.53 -0.65 -0.457
C 0.93 -0.24 0.12 0.445
O 0.51 -1.26 0.86 -0.660
C 2.42 -0.06 0.22 0.382
O 3.03 0.86 -0.14 -0.443
H -3.07 0.60 -0.24 0.217
H -1.80 0.79 1.10 0.204
H -1.41 0.09 -1.82 0.208
H -0.64 -1.24 0.56 0.500
H 2.94 -0.87 0.69 0.109
```



Model ii:
A single C4H5NO2 molecule. Source: the OMol25 dataset; level of theory: the ωB97M-V functional and the def2-TZVPD basis.

**Kohn-Sham gap**: 8.5 eV
**SMILES**: Nc1cc(O)co1
**Net charge**: 0
**HOMO**: -0.2810 hartree
**2S+1**: 1

```
12
Properties=species:S:1:pos:R:3:nbo_charge:R:1
N 0.33 1.92 1.21 -0.813
C 0.22 0.78 0.42 0.488
C -0.48 -0.37 0.57 -0.465
C -0.13 -1.17 -0.58 0.238
O -0.58 -2.42 -0.87 -0.659
C 0.75 -0.45 -1.32 -0.051
O 0.97 0.76 -0.69 -0.423
H 0.67 2.72 0.70 0.389
H -0.53 2.13 1.69 0.384
H -1.14 -0.63 1.38 0.223
H -1.30 -2.62 -0.27 0.479
H 1.28 -0.63 -2.24 0.209
```



Most favorable structure: model ii. The second most favorable one is 1.601 eV above it.



Model i:
A single C4H5NO2 molecule. Source: the OMol25 dataset; level of theory: the ωB97M-V functional and the def2-TZVPD basis.

**Kohn-Sham gap**: 9.8 eV
**SMILES**: O=C=N[C@@H]1C[C@@H]1O
**Net charge**: 0
**HOMO**: -0.3341 hartree
**2S+1**: 1

```
12
Properties=species:S:1:pos:R:3:nbo_charge:R:1
O -1.18 -4.60 0.81 -0.508
C -0.79 -3.53 0.73 0.866
N -0.34 -2.44 0.42 -0.561
C -0.44 -1.00 0.43 -0.061
C -0.52 -0.13 -0.80 -0.460
C 0.46 0.39 0.12 0.143
O 1.87 0.39 -0.12 -0.709
H -1.19 -0.71 1.22 0.200
H 0.03 -0.51 -1.71 0.225
H -1.32 0.44 -1.05 0.210
H 0.15 1.13 0.81 0.176
H 2.13 0.85 -0.93 0.479
```



Model ii:
A single C4H5NO2 molecule. Source: the OMol25 dataset; level of theory: the ωB97M-V functional and the def2-TZVPD basis.

**Kohn-Sham gap**: 8.6 eV
**Net charge**: 0
**HOMO**: -0.3359 hartree
**2S+1**: 1

```
12
Properties=species:S:1:pos:R:3:nbo_charge:R:1
C 0.21 0.11 -1.41 0.131
C 1.14 0.08 -0.28 0.429
C -1.09 0.05 -0.78 -0.612
C -0.92 -0.03 0.88 -0.283
N 0.45 -0.11 1.09 -0.159
O 1.00 1.08 0.63 -0.353
O 2.34 -0.42 -0.60 -0.654
H -1.93 0.64 -1.32 0.265
H -1.41 -1.02 -1.06 0.302
H -1.23 0.77 1.57 0.225
H -1.54 -0.92 1.17 0.215
H 2.98 -0.23 0.12 0.493
```



Model iii:
A single C4H5NO2 molecule. Source: the OMol25 dataset; level of theory: the ωB97M-V functional and the def2-TZVPD basis.

**Kohn-Sham gap**: 10.9 eV
**SMILES**: O=C[C@H]1CN1C=O
**Net charge**: 0
**HOMO**: -0.3764 hartree
**2S+1**: 1

```
12
Properties=species:S:1:pos:R:3:nbo_charge:R:1
O -1.13 -1.76 -2.09 -0.496
C -0.30 -1.42 -1.29 0.431
C -0.51 -0.30 -0.32 -0.191
C 0.09 -0.42 1.05 -0.211
N 0.68 0.44 0.06 -0.433
C 0.64 1.82 0.27 0.542
O 1.37 2.38 1.05 -0.520
H 0.68 -1.93 -1.19 0.118
H -1.45 0.24 -0.43 0.220
H 0.69 -1.29 1.32 0.214
H -0.46 0.04 1.86 0.214
H -0.11 2.36 -0.34 0.112
```



Most favorable structure: model iii. The second most favorable one is 0.858 eV above it.



Model i:
A gas-phase ion, C3H7O2 (charge -1). Source: the OMol25 dataset; level of theory: the ωB97M-V functional and the def2-TZVPD basis.

**Kohn-Sham gap**: 7.2 eV
**SMILES**: CO[C@H](C)[O-]
**Net charge**: -1
**HOMO**: -0.0970 hartree
**2S+1**: 1

```
12
Properties=species:S:1:pos:R:3:nbo_charge:R:1
C 0.29 1.70 -0.24 -0.229
O 0.95 0.58 0.17 -0.652
C -0.01 -0.50 0.78 0.420
C -0.23 -1.55 -0.44 -0.713
O -1.12 -0.03 1.29 -0.903
H -0.53 1.44 -0.86 0.148
H 0.01 2.26 0.64 0.158
H 1.01 2.26 -0.86 0.136
H 0.68 -0.88 1.51 0.065
H -0.52 -0.76 -1.14 0.210
H -1.09 -2.21 -0.29 0.183
H 0.58 -2.31 -0.57 0.177
```



Model ii:
3 unconnected molecules or ions with the total composition C3H7O2. Source: the OMol25 dataset; level of theory: the ωB97M-V functional and the def2-TZVPD basis.

**Kohn-Sham gap**: 6.5 eV
**Net charge**: -1
**HOMO**: -0.0895 hartree
**2S+1**: 1

```
12
Properties=species:S:1:pos:R:3:nbo_charge:R:1
C 1.79 0.70 -0.54 0.310
O 2.89 1.15 -0.26 -0.573
H 1.42 0.83 -1.54 0.094
H 1.28 -0.03 0.03 0.150
H -4.14 2.10 0.53 -0.047
C -1.35 -1.66 0.96 -0.759
C -1.32 -0.90 -0.17 0.224
O -1.05 0.35 -0.12 -0.842
H -1.53 -2.62 1.23 0.165
H -1.03 -1.16 1.82 0.164
H -1.58 -1.35 -1.18 0.070
H -3.87 1.46 0.62 0.045
```



Most favorable structure: model i. The second most favorable one is 1.228 eV above it.